[1]
{
  "formula": "H6O3",
  "method": "ωB97M-V/def2-TZVPD",
  "lumo_energy_ev": 0.41,
  "spin_multiplicity": 1,
  "e_tot_ev": -6238.535,
  "de_lowest_kcal_mol": 39.6,
  "homo_energy_ev": -10.1,
  "orbital_gap_ev": 10.497,
  "elements": ["O", "H", "H", "O", "H", "H", "O", "H", "H"],
  "coordinates": [[-1.117, -0.399, 0.609], [-0.993, -1.007, 1.337], [-1.618, 0.325, 0.985], [1.772, 0.141, 0.423], [1.916, -0.672, -0.062], [1.056, 0.574, -0.041], [-0.017, 0.551, -1.003], [-0.491, 0.507, -1.833], [-0.509, -0.021, -0.415]],
  "forces_ev_per_angstrom": [[-2.66, -1.76, 3.46], [0.29, -0.37, 0.12], [-0.15, 0.37, 0.01], [1.70, -0.49, 1.81], [0.05, 0.01, -0.14], [0.48, 0.32, -0.36], [-0.11, 2.03, -4.26], [0.23, 0.36, -0.42], [0.16, -0.47, -0.23]],
  "mulliken_charge": [-0.58, 0.32, 0.31, -0.72, 0.28, 0.45, -0.77, 0.26, 0.44]
}



[2]
{
  "formula": "C5H5NO2",
  "method": "ωB97M-V/def2-TZVPD",
  "lumo_energy_ev": -0.03,
  "spin_multiplicity": 1,
  "e_tot_ev": -10848.098,
  "de_lowest_kcal_mol": 74.2,
  "homo_energy_ev": -9.1,
  "orbital_gap_ev": 9.036,
  "elements": ["C", "C", "C", "C", "C", "O", "N", "O", "H", "H", "H", "H", "H"],
  "coordinates": [[-1.661, 1.634, -0.079], [1.306, -0.340, -0.737], [-0.617, 0.592, 0.031], [0.926, -0.643, 0.890], [1.117, -1.946, 0.522], [0.266, 0.504, -1.035], [-0.327, -0.125, 1.041], [2.313, -0.378, -1.375], [-2.510, 1.363, 0.541], [-1.271, 2.598, 0.260], [-1.986, 1.746, -1.113], [0.331, -2.678, 0.695], [2.113, -2.329, 0.359]],
  "forces_ev_per_angstrom": [[-0.29, -0.08, -0.32], [1.93, 2.81, 2.50], [0.75, -0.18, 0.13], [0.52, -1.13, -4.09], [-0.68, -0.84, 2.21], [-0.90, -0.35, -0.14], [-0.71, 0.79, 0.54], [-0.72, -0.86, -0.24], [-0.01, 0.01, 0.07], [0.05, -0.16, -0.01], [-0.02, 0.00, 0.04], [0.00, -0.24, -0.03], [0.06, 0.23, -0.66]],
  "mulliken_charge": [-1.07, 0.55, 0.69, 0.41, -0.68, -0.32, -0.51, -0.54, 0.33, 0.26, 0.32, 0.28, 0.28]
}



[3]
{
  "formula": "H12O6",
  "method": "ωB97M-V/def2-TZVPD",
  "lumo_energy_ev": 0.65,
  "spin_multiplicity": 1,
  "smiles": "O.O.O.O.O.O",
  "e_tot_ev": -12478.390,
  "de_lowest_kcal_mol": 62.8,
  "homo_energy_ev": -10.7,
  "orbital_gap_ev": 11.338,
  "elements": ["O", "H", "H", "O", "H", "H", "O", "H", "H", "O", "H", "H", "O", "H", "H", "O", "H", "H"],
  "coordinates": [[7.732, -0.393, 3.093], [6.855, -0.808, 3.025], [7.941, -0.929, 3.892], [-7.645, -0.713, 0.749], [-7.557, 0.121, 0.399], [-8.375, -1.213, 0.543], [-4.964, -0.596, 0.770], [-4.675, 0.276, 0.461], [-5.829, -0.928, 0.463], [-9.447, -2.387, -1.935], [-9.685, -1.954, -2.728], [-9.034, -3.258, -2.110], [5.288, 6.340, -0.443], [6.172, 6.461, -0.399], [4.952, 7.072, 0.208], [9.324, -2.730, -1.960], [8.910, -1.994, -1.616], [10.034, -2.364, -2.412]],
  "forces_ev_per_angstrom": [[-0.74, -1.53, 1.40], [-0.12, 0.67, -0.90], [0.86, 0.86, -0.50], [2.99, -1.61, 2.62], [-0.61, 2.63, -1.46], [-2.79, -1.07, -1.33], [0.80, -0.26, 0.29], [-0.82, -0.63, -0.22], [0.41, 0.90, 0.03], [0.69, -1.26, 1.75], [-0.18, 0.27, -1.42], [-0.49, 1.01, -0.26], [-5.34, 1.76, 1.86], [4.62, 0.40, 0.04], [0.71, -2.16, -1.90], [-0.52, -3.06, 0.08], [-1.70, 2.32, 1.37], [2.21, 0.74, -1.44]],
  "mulliken_charge": [-0.64, 0.32, 0.32, -0.65, 0.31, 0.31, -0.65, 0.30, 0.38, -0.62, 0.31, 0.32, -0.63, 0.30, 0.33, -0.61, 0.30, 0.30]
}



[4]
{
  "formula": "C31H30N6O6S2Tl",
  "method": "ωB97M-V/def2-TZVPD",
  "lumo_energy_ev": 0.39,
  "spin_multiplicity": 1,
  "e_tot_ev": -80224.583,
  "de_lowest_kcal_mol": 44.8,
  "homo_energy_ev": -5.0,
  "total_charge": -1,
  "orbital_gap_ev": 5.441,
  "elements": ["Tl", "C", "C", "N", "N", "C", "N", "S", "C", "C", "C", "C", "C", "N", "H", "H", "H", "H", "H", "H", "H", "H", "H", "H", "O", "C", "O", "C", "C", "C", "N", "C", "C", "C", "O", "O", "H", "H", "H", "C", "N", "C", "C", "C", "C", "C", "C", "C", "C", "H", "H", "H", "H", "H", "H", "H", "H", "H", "H", "H", "H", "O", "C", "O", "C", "C", "C", "C", "S", "C", "C", "H", "H", "H", "H", "H"],
  "coordinates": [[0.214, -0.838, 0.219], [-1.736, 2.864, 2.672], [-0.798, 1.733, 2.331], [-1.182, 0.511, 2.184], [-2.475, 0.177, 2.290], [-2.910, -1.095, 2.180], [-4.264, -1.256, 2.298], [-1.921, -2.389, 1.894], [0.633, 1.974, 2.181], [1.217, 3.229, 2.383], [2.591, 3.356, 2.334], [3.360, 2.230, 2.084], [2.700, 1.039, 1.822], [1.388, 0.915, 1.856], [-2.566, 2.528, 3.295], [-2.132, 3.286, 1.748], [-1.231, 3.649, 3.223], [-3.181, 0.912, 2.338], [-4.804, -0.524, 2.735], [-4.579, -2.201, 2.441], [0.611, 4.101, 2.560], [3.056, 4.317, 2.494], [4.438, 2.272, 2.069], [3.266, 0.156, 1.568], [3.871, -4.960, 5.255], [4.333, -4.655, 4.159], [5.388, -4.929, 3.600], [3.364, -3.719, 3.303], [2.088, -3.437, 3.767], [1.263, -2.631, 3.005], [1.640, -2.107, 1.849], [2.871, -2.342, 1.409], [3.765, -3.152, 2.106], [3.338, -1.698, 0.069], [4.453, -2.002, -0.327], [2.530, -0.907, -0.492], [1.758, -3.837, 4.714], [0.259, -2.398, 3.333], [4.753, -3.325, 1.706], [-3.435, -0.159, -1.133], [-2.249, -0.876, -1.549], [-1.753, -0.362, -2.812], [-2.513, -2.298, -1.633], [-1.266, -3.122, -1.806], [-1.327, -4.273, -2.586], [-0.236, -5.113, -2.709], [0.935, -4.813, -2.039], [1.017, -3.660, -1.267], [-0.077, -2.829, -1.167], [-4.220, -0.156, -1.908], [-3.157, 0.868, -0.898], [-3.847, -0.624, -0.238], [-2.488, -0.495, -3.623], [-0.835, -0.879, -3.083], [-1.534, 0.697, -2.712], [-3.219, -2.534, -2.454], [-2.979, -2.606, -0.689], [-2.253, -4.508, -3.092], [-0.306, -6.002, -3.321], [1.795, -5.464, -2.099], [1.949, -3.444, -0.770], [-0.680, 6.798, -5.129], [0.366, 6.126, -4.577], [1.489, 6.490, -4.821], [0.036, 5.012, -3.672], [1.071, 4.482, -2.887], [0.832, 3.514, -1.941], [-0.469, 3.038, -1.739], [-0.876, 1.962, -0.443], [-1.494, 3.528, -2.562], [-1.250, 4.484, -3.518], [-1.523, 6.442, -4.822], [2.065, 4.875, -3.044], [1.636, 3.117, -1.336], [-2.498, 3.153, -2.426], [-2.077, 4.790, -4.153]],
  "forces_ev_per_angstrom": [[0.90, -1.36, -0.77], [0.06, -0.19, 0.03], [-1.42, -0.61, 0.22], [1.08, 0.30, -0.20], [-1.33, 0.93, 0.20], [0.02, -0.77, 0.00], [0.21, 0.55, 0.11], [-0.07, -0.03, -0.06], [1.39, 0.34, -0.03], [-0.49, -0.36, 0.08], [0.33, -0.31, -0.09], [-0.24, 0.32, 0.09], [0.44, -0.09, 0.01], [-0.60, 0.20, -0.14], [0.01, -0.03, 0.04], [-0.01, 0.02, 0.00], [0.04, 0.03, 0.03], [0.31, -0.18, -0.07], [-0.03, -0.12, 0.00], [0.05, 0.00, -0.06], [-0.10, 0.08, 0.07], [0.01, 0.08, 0.01], [0.07, -0.03, -0.05], [-0.05, 0.00, -0.01], [-0.39, -0.35, 1.07], [-0.94, 0.94, -0.85], [1.01, -0.28, -0.48], [0.53, -0.51, 0.57], [-0.14, 0.27, -0.25], [-0.14, -0.28, 0.63], [-0.41, 0.50, -0.64], [0.91, -0.14, -0.54], [-0.28, 0.23, -0.17], [0.21, -0.78, 0.94], [0.24, 0.01, -0.14], [-1.37, 0.90, -0.33], [0.06, -0.10, 0.07], [-0.03, 0.03, 0.01], [-0.02, -0.05, 0.05], [-0.11, 0.11, 0.06], [-0.22, -0.15, -0.01], [0.04, 0.04, -0.06], [-0.06, -0.02, 0.12], [-0.07, 0.06, 0.01], [-0.04, 0.10, 0.05], [0.02, -0.14, -0.03], [0.06, 0.04, 0.10], [0.26, -0.06, 0.03], [0.04, 1.34, 0.81], [0.00, -0.05, -0.02], [-0.10, 0.02, -0.08], [-0.06, -0.04, 0.00], [-0.01, -0.05, 0.02], [0.07, -0.03, -0.06], [0.01, 0.06, 0.00], [0.07, 0.05, 0.10], [-0.06, 0.06, -0.13], [-0.13, -0.02, -0.10], [0.01, -0.04, -0.02], [0.07, -0.05, -0.06], [-0.01, 0.05, 0.02], [-0.01, 0.03, -0.12], [0.32, 0.37, -0.27], [-0.37, -0.08, 0.01], [-0.05, -0.51, 0.40], [-0.08, 0.34, -0.34], [-0.13, -0.14, -0.04], [-0.07, 0.05, -0.13], [0.28, -0.55, 0.30], [0.02, -0.18, 0.11], [0.34, 0.32, -0.13], [0.18, -0.01, 0.05], [0.06, 0.02, 0.03], [0.02, 0.00, 0.02], [-0.07, -0.11, 0.02], [0.00, 0.06, 0.04]],
  "mulliken_charge": [1.70, -2.12, 0.58, 0.28, -0.44, 0.14, -0.36, -0.23, 1.03, -1.14, -0.53, -1.22, 0.10, 0.30, 0.54, 0.31, 0.49, 0.30, 0.18, 0.27, 0.29, 0.44, 0.48, 0.38, -0.72, 0.38, -0.70, 0.09, -1.18, -0.42, 0.85, 0.70, -1.37, 0.48, -0.79, -0.76, 0.48, 0.45, 0.62, -0.98, 0.84, -0.92, -1.24, 0.46, -0.91, -0.67, -1.02, -0.31, 0.73, 0.38, 0.07, 0.24, 0.35, 0.28, 0.06, 0.27, 0.34, 0.38, 0.38, 0.46, 0.38, -0.50, 0.58, -0.58, 0.89, -0.74, -0.67, 0.22, 0.24, -0.77, -0.95, 0.29, 0.44, 0.48, 0.40, 0.18]
}



[5]
{
  "formula": "C20H28AsCl2F2N4OSW",
  "method": "ωB97M-V/def2-TZVPD",
  "lumo_energy_ev": [-9.26, -11.16],
  "spin_multiplicity": 3,
  "e_tot_ev": -133155.863,
  "de_lowest_kcal_mol": 1.9,
  "homo_energy_ev": [-17.6, -17.6],
  "total_charge": 3,
  "orbital_gap_ev": [8.342, 6.464],
  "elements": ["W", "F", "C", "C", "C", "C", "C", "F", "C", "C", "C", "C", "C", "C", "N", "H", "H", "H", "H", "H", "H", "N", "N", "C", "N", "S", "H", "H", "H", "H", "H", "C", "C", "As", "C", "C", "C", "C", "H", "H", "H", "H", "H", "H", "H", "H", "H", "H", "H", "H", "H", "H", "H", "Cl", "C", "Cl", "H", "H", "O", "C"],
  "coordinates": [[0.536, 0.481, -0.418], [-0.462, 1.811, -5.715], [-0.857, 1.893, -4.460], [-0.256, 1.072, -3.520], [-0.674, 1.154, -2.197], [-1.680, 2.056, -1.803], [-2.240, 2.851, -2.800], [-3.171, 3.743, -2.481], [-1.851, 2.783, -4.120], [-2.000, 2.150, -0.371], [-3.138, 2.735, 0.155], [-3.298, 2.822, 1.529], [-2.307, 2.326, 2.367], [-1.218, 1.721, 1.798], [-1.059, 1.611, 0.456], [0.477, 0.351, -3.864], [-2.320, 3.416, -4.866], [-3.898, 3.123, -0.503], [-4.188, 3.282, 1.943], [-2.385, 2.399, 3.444], [-0.433, 1.305, 2.410], [1.496, 2.500, -1.049], [2.713, 2.857, -0.450], [3.082, 2.285, 0.702], [4.138, 2.748, 1.326], [2.203, 0.956, 1.352], [1.640, 2.461, -2.059], [0.813, 3.241, -0.885], [3.177, 3.692, -0.786], [4.677, 3.540, 1.001], [4.461, 2.293, 2.169], [2.342, -2.266, 2.721], [0.919, -1.714, 2.835], [-0.010, -1.636, 1.123], [0.491, -3.276, 0.192], [0.227, -4.569, 0.968], [-1.924, -1.644, 1.528], [-2.425, -2.811, 2.374], [2.787, -2.318, 3.715], [2.980, -1.630, 2.103], [2.357, -3.270, 2.304], [0.915, -0.710, 3.257], [0.301, -2.333, 3.475], [1.557, -3.155, -0.008], [-0.034, -3.282, -0.760], [0.575, -4.520, 1.997], [0.758, -5.385, 0.479], [-0.826, -4.827, 0.975], [-2.445, -1.602, 0.572], [-2.105, -0.701, 2.041], [-2.408, -3.748, 1.829], [-3.461, -2.614, 2.649], [-1.863, -2.930, 3.297], [2.530, -0.650, -1.580], [2.266, -1.899, -2.927], [2.506, -1.176, -4.463], [1.256, -2.266, -2.808], [3.013, -2.656, -2.732], [-1.493, -1.397, -1.983], [-0.767, -0.674, -1.480]],
  "forces_ev_per_angstrom": [[-0.43, 0.16, -0.51], [0.00, -0.01, 0.01], [0.00, 0.00, -0.14], [0.07, -0.28, 0.21], [0.47, 0.66, 0.08], [0.13, -0.24, 0.16], [-0.22, 0.14, 0.08], [0.03, -0.03, 0.00], [-0.13, 0.19, -0.28], [0.09, -0.01, -0.04], [-0.17, 0.11, 0.11], [-0.09, 0.05, -0.03], [-0.08, 0.06, 0.12], [0.06, -0.05, -0.24], [0.06, -0.04, 0.16], [0.02, 0.05, 0.04], [0.02, -0.03, 0.05], [-0.02, 0.02, -0.02], [0.04, -0.02, -0.03], [0.00, -0.01, -0.05], [0.10, -0.05, 0.03], [-0.03, -0.10, -0.12], [0.15, 0.13, 0.07], [0.03, 0.05, -0.03], [0.07, -0.09, 0.16], [0.05, -0.02, 0.11], [-0.01, -0.10, -0.05], [-0.13, 0.03, 0.02], [-0.03, 0.04, -0.08], [0.00, 0.01, -0.02], [0.02, 0.02, 0.01], [-0.06, 0.12, 0.01], [0.27, 0.07, -0.24], [-0.03, -0.12, 0.06], [-0.01, -0.02, 0.17], [0.04, 0.04, -0.13], [0.08, -0.04, 0.01], [-0.02, 0.07, -0.04], [0.01, 0.00, -0.02], [-0.02, -0.07, 0.04], [0.02, -0.03, 0.02], [-0.03, 0.04, 0.09], [-0.11, -0.14, 0.12], [0.06, 0.00, -0.03], [-0.05, 0.00, -0.09], [0.01, -0.01, 0.06], [0.01, -0.01, 0.03], [-0.05, -0.01, -0.01], [-0.05, 0.01, -0.06], [-0.02, 0.07, 0.01], [0.00, -0.05, -0.02], [-0.01, -0.01, 0.02], [0.03, -0.02, 0.06], [0.14, -0.02, 0.24], [-0.10, 0.01, -0.10], [0.07, 0.07, -0.34], [-0.11, -0.05, 0.08], [0.11, -0.05, 0.14], [0.14, -0.07, 0.06], [-0.38, -0.44, 0.10]],
  "mulliken_charge": [0.17, -0.27, -0.01, -0.31, 0.64, 0.60, 0.55, -0.30, -0.74, 0.26, -1.01, -0.56, -0.82, -0.23, 0.36, 0.12, 0.55, 0.63, 0.49, 0.52, 0.43, -0.46, -0.51, 0.50, -0.35, -0.27, 0.45, 0.42, 0.25, 0.23, 0.23, -1.08, -0.77, 0.51, -0.49, -1.33, -0.23, -1.30, 0.43, 0.21, 0.30, 0.49, 0.62, 0.51, 0.51, 0.34, 0.38, 0.31, 0.49, 0.26, 0.29, 0.42, 0.34, -0.02, -0.20, -0.05, 0.15, 0.46, -0.34, 0.21]
}



[6]
{
  "formula": "CHF2NO2",
  "method": "ωB97M-V/def2-TZVPD",
  "lumo_energy_ev": [-1.48, -1.48],
  "spin_multiplicity": 1,
  "e_tot_ev": -12066.411,
  "de_lowest_kcal_mol": 92.7,
  "homo_energy_ev": [-11.0, -11.0],
  "orbital_gap_ev": [9.554, 9.556],
  "elements": ["C", "N", "O", "O", "F", "F", "H"],
  "coordinates": [[-0.254, -0.514, -0.017], [0.647, 0.691, 0.035], [0.210, 1.726, -0.375], [1.741, 0.467, 0.478], [0.013, -1.386, 0.930], [-0.231, -1.092, -1.208], [-2.127, 0.108, 0.155]],
  "forces_ev_per_angstrom": [[-4.69, -0.05, 0.19], [0.09, -0.17, 0.00], [-0.23, 0.30, -0.22], [0.52, -0.03, 0.21], [0.10, 0.58, -0.44], [0.43, 0.45, 0.46], [3.78, -1.08, -0.20]],
  "mulliken_charge": [0.14, 0.92, -0.49, -0.48, -0.17, -0.17, 0.25]
}